Record 1
Formula: C17H24N3O7P2Pd
Source: the OMol25 dataset
Level of theory: the ωB97M-V functional and the def2-TZVPD basis

Geometry (Å):
1 Pd -0.591 -0.973 -0.644
2 C 2.687 -1.571 -3.286
3 C 3.586 -2.261 -2.481
4 C 3.219 -2.633 -1.200
5 C 1.953 -2.306 -0.744
6 N 1.105 -1.623 -1.539
7 C 1.447 -1.258 -2.774
8 C 1.344 -2.659 0.552
9 C 1.894 -3.456 1.552
10 C 1.116 -3.841 2.636
11 C -0.218 -3.465 2.729
12 C -0.811 -2.663 1.751
13 C 0.015 -2.286 0.735
14 H 2.939 -1.281 -4.296
15 H 4.569 -2.511 -2.855
16 H 3.900 -3.177 -0.562
17 H 0.700 -0.724 -3.350
18 H 2.920 -3.791 1.472
19 H 1.551 -4.460 3.408
20 H -0.822 -3.794 3.564
21 H -1.850 -2.360 1.808
22 O -2.268 0.673 -2.264
23 P -3.225 0.340 -0.987
24 O -4.170 1.392 -0.655
25 O -2.153 -0.027 0.078
26 O -3.892 -1.038 -1.448
27 P -3.298 -2.531 -1.192
28 O -3.556 -2.791 0.359
29 O -3.950 -3.475 -2.082
30 O -1.742 -2.431 -1.310
31 H -2.777 0.847 -3.067
32 H -4.463 -3.077 0.534
33 C 0.698 4.485 2.222
34 C -0.485 3.612 1.833
35 N -0.233 2.814 0.621
36 C -0.371 3.517 -0.663
37 C 0.962 3.839 -1.327
38 C 0.091 1.539 0.669
39 C 0.210 0.841 1.989
40 N 0.337 0.825 -0.427
41 H 0.474 5.019 3.144
42 H 0.914 5.227 1.454
43 H 1.595 3.886 2.383
44 H -1.363 4.221 1.625
45 H -0.762 2.946 2.645
46 H -0.919 4.433 -0.456
47 H -1.016 2.923 -1.315
48 H 1.573 4.474 -0.688
49 H 0.781 4.371 -2.260
50 H 1.540 2.942 -1.553
51 H -0.783 0.703 2.418
52 H 0.821 1.410 2.687
53 H 0.665 -0.134 1.845
54 H 0.109 1.320 -1.287

Computed properties:
orbital gap: 0.2982 hartree
total charge: +1
energy above the lowest of the compared OMol25 structures with the same formula, charge and spin: 16.7 kcal/mol

***

Record 2
Formula: H22O11
Source: the OMol25 dataset
Level of theory: the ωB97M-V functional and the def2-TZVPD basis

Geometry (Å):
1 O -0.248 -0.489 -0.526
2 H -0.126 0.412 -0.845
3 H 0.427 -0.590 0.155
4 O 0.538 3.523 -0.056
5 H 1.297 4.012 0.283
6 H -0.134 3.632 0.627
7 O -3.216 -0.144 -0.520
8 H -3.814 -0.699 -0.006
9 H -3.546 0.751 -0.377
10 O -1.987 3.119 -3.848
11 H -2.414 2.444 -4.388
12 H -1.656 2.633 -3.084
13 O 0.391 -2.788 3.910
14 H 0.387 -2.125 4.610
15 H 1.061 -2.474 3.293
16 O -1.708 -2.449 -0.198
17 H -0.759 -2.454 -0.027
18 H -2.010 -1.618 0.186
19 O -0.117 -4.422 -0.071
20 H 0.567 -4.615 0.580
21 H -0.938 -4.461 0.433
22 O -1.983 -0.633 4.100
23 H -2.702 -0.407 3.499
24 H -1.583 -1.415 3.703
25 O 2.082 1.966 -3.995
26 H 2.441 2.342 -3.184
27 H 1.775 2.732 -4.494
28 O 3.949 0.676 0.280
29 H 4.382 1.462 0.631
30 H 3.993 0.041 1.004
31 O 2.008 1.053 -0.576
32 H 1.508 0.561 -1.237
33 H 2.136 0.421 0.140

Computed properties:
orbital gap: 0.3586 hartree
energy above the lowest of the compared OMol25 structures with the same formula, charge and spin: 94.2 kcal/mol

***

Record 3
Formula: C32H100O32
Source: the OMol25 dataset
Level of theory: the ωB97M-V functional and the def2-TZVPD basis

Geometry (Å):
1 C -4.763 1.473 -2.960
2 O -4.408 1.550 -1.579
3 H -4.210 0.657 -3.416
4 H -5.814 1.374 -3.111
5 H -4.584 2.427 -3.449
6 H -4.262 0.584 -1.390
7 C -0.149 -0.224 -0.484
8 O -0.144 0.396 0.767
9 H -1.231 -0.385 -0.878
10 H 0.430 0.362 -1.231
11 H 0.102 -1.342 -0.417
12 H -0.182 1.392 0.516
13 C -0.015 -2.671 -5.650
14 O -0.061 -1.543 -4.777
15 H 0.985 -2.713 -6.243
16 H -0.033 -3.572 -5.058
17 H -0.914 -2.596 -6.318
18 H -0.053 -0.756 -5.427
19 C -4.735 -1.773 -2.697
20 O -4.475 -1.168 -1.480
21 H -4.948 -2.858 -2.682
22 H -5.644 -1.297 -3.062
23 H -3.868 -1.646 -3.358
24 H -4.168 -1.867 -0.903
25 C 1.154 2.449 -7.015
26 C 1.627 1.050 -7.541
27 O 1.231 -0.018 -6.673
28 O 1.845 2.739 -5.728
29 H 0.083 2.554 -6.906
30 H 1.456 3.242 -7.703
31 H 2.709 0.917 -7.595
32 H 1.106 0.843 -8.510
33 H 1.731 0.056 -5.882
34 H 1.381 2.302 -4.993
35 C 0.095 -4.981 -0.846
36 C -0.851 -4.710 -2.011
37 O -1.948 -3.880 -1.668
38 O 0.629 -3.842 -0.178
39 H 0.972 -5.576 -1.176
40 H -0.547 -5.574 -0.157
41 H -1.315 -5.622 -2.328
42 H -0.402 -4.301 -2.920
43 H -1.567 -2.988 -1.541
44 H 0.028 -3.693 0.601
45 C 6.482 2.541 -2.755
46 C 5.199 3.056 -2.173
47 O 4.748 2.227 -1.084
48 O 6.242 1.323 -3.440
49 H 7.260 2.329 -1.999
50 H 6.796 3.299 -3.461
51 H 4.492 3.056 -2.962
52 H 5.417 4.100 -1.869
53 H 3.749 2.251 -1.063
54 H 6.308 0.545 -2.913
55 C -3.903 4.233 1.569
56 C -2.457 3.777 1.576
57 O -2.321 2.549 0.955
58 O -4.760 3.512 2.435
59 H -4.253 4.034 0.541
60 H -3.878 5.277 1.766
61 H -2.097 3.807 2.638
62 H -1.827 4.572 1.097
63 H -1.969 2.640 0.040
64 H -5.292 2.864 1.904
65 C 2.310 4.560 -2.385
66 C 1.431 5.698 -1.859
67 O 1.598 6.068 -0.474
68 O 2.043 3.278 -1.840
69 H 3.406 4.804 -2.242
70 H 2.276 4.451 -3.489
71 H 0.321 5.567 -2.086
72 H 1.693 6.636 -2.442
73 H 1.184 5.383 0.058
74 H 1.844 2.605 -2.512
75 C 4.820 -0.205 1.515
76 C 3.404 -0.577 0.998
77 O 3.350 -1.907 0.468
78 O 5.009 1.145 1.757
79 H 5.412 -0.506 0.648
80 H 5.087 -0.815 2.356
81 H 3.187 0.111 0.175
82 H 2.662 -0.272 1.738
83 H 2.740 -2.424 0.950
84 H 4.833 1.615 0.931
85 C 2.192 -2.222 4.595
86 C 2.718 -2.210 6.077
87 O 2.645 -3.588 6.427
88 O 0.803 -2.569 4.513
89 H 2.827 -2.816 3.944
90 H 2.207 -1.203 4.199
91 H 2.015 -1.608 6.658
92 H 3.785 -1.867 6.148
93 H 3.253 -3.821 7.156
94 H 0.627 -3.489 4.454
95 C -1.207 -4.076 7.032
96 C -2.321 -4.349 6.066
97 O -1.968 -3.736 4.816
98 O -0.056 -4.788 6.755
99 H -1.635 -4.336 7.999
100 H -1.077 -2.967 7.036
101 H -3.262 -3.880 6.420
102 H -2.342 -5.365 5.735
103 H -1.708 -2.812 4.982
104 H 0.670 -4.187 6.716
105 C -0.628 1.215 4.068
106 C -1.242 0.518 5.300
107 O -1.459 -0.870 5.031
108 O 0.485 0.516 3.492
109 H -0.278 2.196 4.308
110 H -1.391 1.312 3.303
111 H -2.176 1.036 5.533
112 H -0.538 0.580 6.142
113 H -0.552 -1.245 4.843
114 H 0.234 0.081 2.640
115 C -0.440 1.269 -3.388
116 C -1.108 2.414 -2.724
117 O -0.702 2.527 -1.356
118 O 1.028 1.454 -3.450
119 H -0.914 1.226 -4.399
120 H -0.612 0.336 -2.879
121 H -2.178 2.089 -2.746
122 H -1.072 3.380 -3.282
123 H 0.112 3.003 -1.299
124 H 1.508 0.584 -3.626
125 C 2.473 3.974 2.662
126 C 2.239 3.294 1.358
127 O 0.919 3.441 0.761
128 O 1.642 3.522 3.734
129 H 2.358 5.032 2.528
130 H 3.532 3.801 2.880
131 H 2.329 2.188 1.617
132 H 3.019 3.620 0.663
133 H 0.233 3.415 1.414
134 H 1.631 2.545 3.696
135 C 3.356 -1.106 -2.740
136 C 3.365 -2.631 -2.642
137 O 2.135 -3.188 -2.501
138 O 2.525 -0.670 -3.885
139 H 4.423 -0.784 -2.805
140 H 2.997 -0.631 -1.809
141 H 3.959 -2.861 -1.760
142 H 3.793 -2.949 -3.608
143 H 1.830 -3.106 -1.598
144 H 1.841 -1.347 -4.142
145 C -3.915 -3.509 1.759
146 C -2.869 -4.605 1.479
147 O -1.615 -4.413 2.012
148 O -3.688 -2.482 0.806
149 H -3.768 -3.107 2.730
150 H -4.872 -4.110 1.706
151 H -2.717 -4.663 0.404
152 H -3.302 -5.549 1.772
153 H -1.696 -4.293 2.976
154 H -3.250 -1.723 1.213
155 C -4.518 0.136 2.648
156 C -5.839 0.052 1.858
157 O -5.994 1.205 0.994
158 O -3.405 0.167 1.730
159 H -4.345 -0.746 3.258
160 H -4.483 1.051 3.233
161 H -6.712 0.032 2.471
162 H -5.892 -0.873 1.278
163 H -5.563 1.054 0.104
164 H -3.219 1.101 1.503

Computed properties:
orbital gap: 0.3650 hartree

***

Here are the calculated HOMO numbers, same order: -12.6, -10.2, -9.5 (eV).
Here are the calculated LUMO energy numbers, same order: -4.517, -0.394, 0.463 (eV).